(1)
The ion C3H8NS with charge -1 at a distorted geometry, computed with ωB97M-V/def2-TZVPD.

Element x y z (Å)
N  1.804  0.713  0.646
C  0.607  0.640  -0.232
C  -0.162  -0.625  0.119
C  -1.627  -0.871  -0.223
S  -2.759  0.489  0.082
H  1.972  1.775  0.838
H  2.609  0.236  0.273
H  0.792  0.732  -1.339
H  -0.028  1.505  0.178
H  -0.064  -0.616  1.155
H  0.493  -1.440  -0.348
H  -1.559  -0.831  -1.328
H  -2.077  -1.707  0.178

Results
SMILES: NCCC[S-]
Frontier orbital gap: 6.07 eV
Charge: -1
2S+1: 1
Maximum force: 0.092 Eh/bohr
Lowest unoccupied orbital energy: 4.05 eV
Energy above the lowest of the compared OMol25 structures with the same formula, charge and spin: 1.288 eV

(2)
The molecule C3H8NS at a distorted geometry, computed with ωB97M-V/def2-TZVPD.

Element x y z (Å)
C  2.250  0.502  -1.203
N  1.863  0.157  0.192
C  0.539  -0.410  0.343
C  -0.654  0.459  0.087
S  -2.173  -0.433  0.403
H  2.067  -0.560  -1.739
H  1.597  1.176  -1.887
H  3.361  0.856  -1.157
H  1.923  0.981  0.694
H  0.454  -0.846  1.422
H  0.488  -1.336  -0.197
H  -0.427  1.307  0.722
H  -0.550  0.950  -1.018

Results
Frontier orbital gap (spin up / spin down): 10.02 / 6.72 eV
Charge: 0
2S+1: 2
Maximum force: 0.059 Eh/bohr
Lowest unoccupied orbital energy (spin up / spin down): 1.00 / -2.12 eV
Energy above the lowest of the compared OMol25 structures with the same formula, charge and spin: 1.148 eV

(3)
The ion C3H8NS with charge +1 at a distorted geometry, computed with ωB97M-V/def2-TZVPD.

Element x y z (Å)
C  -0.221  1.840  -0.362
C  -0.355  -0.503  0.498
C  0.223  -1.621  -0.335
N  0.465  0.761  0.358
S  -2.125  -0.116  -0.022
H  -0.600  2.670  0.201
H  -0.120  1.883  -1.431
H  -0.396  -0.792  1.549
H  -0.422  -2.493  -0.258
H  1.205  -1.916  0.031
H  0.281  -1.346  -1.386
H  1.339  0.527  -0.134
H  0.725  1.106  1.291

Results
Frontier orbital gap (spin up / spin down): 6.57 / 6.56 eV
Charge: +1
2S+1: 1
Maximum force: 0.079 Eh/bohr
Lowest unoccupied orbital energy (spin up / spin down): -7.09 / -7.09 eV
Energy above the lowest of the compared OMol25 structures with the same formula, charge and spin: 3.235 eV

(4)
A cluster of 2 separate species, C3H8NS2 in total at a distorted geometry, computed with ωB97M-V/def2-TZVPD.

Element x y z (Å)
C  -1.198  -1.271  0.467
C  1.627  0.984  -0.737
C  -0.733  0.768  -0.100
N  0.529  0.843  0.174
S  0.150  -2.144  0.969
S  -2.728  -1.675  0.233
H  1.708  2.033  -0.953
H  2.455  0.669  -0.199
H  1.641  0.545  -1.812
H  -1.456  1.259  0.528
H  -1.046  0.518  -1.084
H  0.956  -1.019  1.054
H  0.840  1.416  1.007
H  -2.746  -2.927  0.453

Results
Frontier orbital gap: 9.07 eV
Charge: +1
2S+1: 1
Maximum force: 0.068 Eh/bohr
Lowest unoccupied orbital energy: -4.50 eV
Energy above the lowest of the compared OMol25 structures with the same formula, charge and spin: 2.666 eV

(5)
The ion C3H8NSe with charge +1 at a distorted geometry, computed with ωB97M-V/def2-TZVPD.

Element x y z (Å)
C  0.236  0.588  1.326
C  0.038  -0.625  0.382
C  -1.051  -1.199  -1.977
N  0.789  1.559  0.436
Se  -0.690  0.276  -1.287
H  -0.701  1.002  1.707
H  0.888  0.152  2.140
H  1.112  -0.965  0.223
H  -0.546  -1.555  0.434
H  -1.480  -1.356  -2.985
H  -0.718  -2.146  -1.541
H  0.339  2.433  0.757
H  1.785  1.837  0.385

Results
Frontier orbital gap: 8.64 eV
Charge: +1
2S+1: 1
Maximum force: 0.091 Eh/bohr
Lowest unoccupied orbital energy: -5.80 eV
Energy above the lowest of the compared OMol25 structures with the same formula, charge and spin: 1.718 eV

(6)
A cluster of 2 separate species, C3H8O in total at a distorted geometry, computed with ωB97M-V/def2-TZVPD.

Element x y z (Å)
C  0.258  0.726  2.094
C  -0.451  0.202  0.885
O  -0.747  -0.953  0.732
H  0.694  -0.066  2.693
H  0.972  1.514  1.841
H  -0.501  1.269  2.675
H  -0.696  0.966  0.121
C  0.063  -0.716  -2.205
H  0.839  -0.023  -1.875
H  -0.934  -0.369  -1.964
H  0.204  -0.886  -3.274
H  0.299  -1.664  -1.721

Results
SMILES: CC=O.C
Frontier orbital gap: 10.98 eV
Charge: 0
2S+1: 1
Maximum force: 0.020 Eh/bohr
Lowest unoccupied orbital energy: 1.04 eV
Energy above the lowest of the compared OMol25 structures with the same formula, charge and spin: 0.532 eV

(7)
A cluster of 2 separate species, C3H8O in total at a distorted geometry, computed with ωB97M-V/def2-TZVPD.

Element x y z (Å)
C  1.432  -0.633  -0.285
C  1.314  0.892  0.069
O  1.364  1.785  -0.726
H  0.923  -0.711  -1.250
H  0.826  -1.121  0.392
H  2.419  -0.978  -0.063
H  1.455  1.221  1.141
C  -1.910  -0.111  0.127
H  -1.366  -0.829  0.715
H  -3.035  -0.066  0.317
H  -2.097  -0.168  -0.966
H  -1.326  0.719  0.529

Results
SMILES: CC=O.C
Frontier orbital gap: 10.76 eV
Charge: 0
2S+1: 1
Maximum force: 0.067 Eh/bohr
Lowest unoccupied orbital energy: 0.97 eV
Energy above the lowest of the compared OMol25 structures with the same formula, charge and spin: 1.545 eV

(8)
A cluster of 2 separate species, C3H8O in total at a distorted geometry, computed with ωB97M-V/def2-TZVPD.

Element x y z (Å)
C  -0.672  1.839  -0.834
C  -0.644  1.593  0.463
O  0.021  0.540  0.978
H  -1.238  2.672  -1.225
H  -0.319  1.133  -1.563
H  -1.100  2.298  1.139
H  0.012  0.301  1.903
C  1.030  -3.136  -0.678
H  1.622  -3.549  -1.487
H  0.223  -2.521  -1.066
H  1.707  -2.516  -0.087
H  0.607  -3.884  -0.004

Results
SMILES: C=CO.C
Frontier orbital gap: 9.83 eV
Charge: 0
2S+1: 1
Maximum force: 0.030 Eh/bohr
Lowest unoccupied orbital energy: 0.81 eV
Energy above the lowest of the compared OMol25 structures with the same formula, charge and spin: 1.137 eV

(9)
A cluster of 2 separate species, C3H8O in total, computed with ωB97M-V/def2-TZVPD.

Element x y z (Å)
C  1.369  -0.645  -0.025
C  0.085  -0.686  -0.376
C  -1.070  -0.753  0.578
H  2.164  -0.605  -0.765
H  1.671  -0.657  1.021
H  -0.171  -0.671  -1.437
H  -1.818  0.008  0.333
H  -1.558  -1.733  0.525
H  -0.744  -0.591  1.611
O  -0.171  2.365  -0.249
H  0.407  1.631  -0.002
H  -0.163  2.336  -1.213

Results
SMILES: C=CC.O
Frontier orbital gap: 11.04 eV
Charge: 0
2S+1: 1
Maximum force: 0.004 Eh/bohr
Lowest unoccupied orbital energy: 1.04 eV
Energy above the lowest of the compared OMol25 structures with the same formula, charge and spin: 0.634 eV

(10)
The molecule C3H8O, computed with ωB97M-V/def2-TZVPD.

Element x y z (Å)
C  0.963  -1.263  0.895
C  0.252  -0.001  0.440
O  -0.599  -0.320  -0.638
C  -1.580  0.660  -0.849
H  1.785  -1.534  0.227
H  1.364  -1.136  1.906
H  0.247  -2.090  0.909
H  0.974  0.776  0.136
H  -0.341  0.417  1.270
H  -2.245  0.751  0.026
H  -1.142  1.651  -1.050
H  -2.174  0.352  -1.713

Results
SMILES: CCOC
Frontier orbital gap: 10.99 eV
Charge: 0
2S+1: 1
Maximum force: 0.007 Eh/bohr
Lowest unoccupied orbital energy: 1.19 eV
Energy above the lowest of the compared OMol25 structures with the same formula, charge and spin: 0.572 eV

(11)
A cluster of 2 separate species, C3H8O in total, computed with ωB97M-V/def2-TZVPD.

Element x y z (Å)
C  -0.412  -0.938  1.077
C  -0.809  0.991  -1.799
C  0.894  -0.715  0.321
O  -1.049  1.904  -0.891
H  -1.256  -0.509  0.528
H  -0.609  -2.006  1.215
H  -0.381  -0.473  2.069
H  0.235  1.181  -2.174
H  0.839  -1.133  -0.691
H  1.122  0.354  0.230
H  1.744  -1.184  0.829
H  -0.319  2.529  -0.714

Results
Frontier orbital gap: 9.48 eV
Charge: 0
2S+1: 1
Maximum force: 0.008 Eh/bohr
Lowest unoccupied orbital energy: 0.53 eV
Energy above the lowest of the compared OMol25 structures with the same formula, charge and spin: 3.309 eV

(12)
A cluster of 2 separate species, C3H8O2 in total at a distorted geometry, computed with ωB97M-V/def2-TZVPD.

Element x y z (Å)
O  -2.591  0.751  0.544
C  -2.481  -0.468  0.628
O  -3.541  -1.329  0.732
H  -1.439  -0.931  0.590
H  -4.311  -0.653  0.641
C  2.485  0.417  -0.162
C  1.059  0.290  -0.647
H  2.795  0.287  0.864
H  2.758  1.502  -0.355
H  3.150  -0.493  -0.548
H  0.681  -0.803  -0.529
H  0.296  0.750  -0.066
H  1.142  0.679  -1.692

Results
SMILES: O=CO.CC
Frontier orbital gap: 11.83 eV
Charge: 0
2S+1: 1
Maximum force: 0.054 Eh/bohr
Lowest unoccupied orbital energy: 0.79 eV
Energy above the lowest of the compared OMol25 structures with the same formula, charge and spin: 1.414 eV

(13)
A cluster of 2 separate species, C3H8O2 in total at a distorted geometry, computed with ωB97M-V/def2-TZVPD.

Element x y z (Å)
C  0.576  1.494  -0.728
C  -0.042  0.336  -0.618
C  -1.487  0.265  -0.847
O  0.550  -0.916  -0.292
H  -0.036  2.191  -1.257
H  1.602  1.802  -0.869
H  -1.889  1.132  -0.402
H  -1.766  0.313  -1.884
H  -2.047  -0.556  -0.153
H  0.523  -1.332  0.509
O  1.253  -1.654  2.545
H  0.785  -1.021  2.007
H  1.979  -2.054  1.989

Results
SMILES: C=C(C)O.O
Frontier orbital gap: 10.40 eV
Charge: 0
2S+1: 1
Maximum force: 0.107 Eh/bohr
Lowest unoccupied orbital energy: 0.70 eV
Energy above the lowest of the compared OMol25 structures with the same formula, charge and spin: 2.585 eV

(14)
A cluster of 2 separate species, C3H8O2 in total, computed with ωB97M-V/def2-TZVPD.

Element x y z (Å)
C  1.120  -0.137  1.532
C  0.106  0.255  0.440
C  0.679  -0.144  -0.890
O  0.177  -0.940  -1.656
H  0.602  -0.453  2.441
H  1.788  0.690  1.788
H  1.744  -0.979  1.207
H  -0.860  -0.238  0.568
H  -0.078  1.336  0.442
H  1.670  0.297  -1.130
O  -2.228  0.506  -1.574
H  -1.630  -0.242  -1.733
H  -3.034  0.106  -1.227

Results
SMILES: CCC=O.O
Frontier orbital gap: 11.07 eV
Charge: 0
2S+1: 1
Maximum force: 0.011 Eh/bohr
Lowest unoccupied orbital energy: 0.92 eV
Energy above the lowest of the compared OMol25 structures with the same formula, charge and spin: 0.742 eV

(15)
A cluster of 2 separate species, C3H8O2 in total at a distorted geometry, computed with ωB97M-V/def2-TZVPD.

Element x y z (Å)
C  1.445  -1.973  0.260
C  1.531  -3.286  0.140
O  1.366  -4.163  1.156
H  0.547  -1.569  -0.197
H  2.061  -1.328  0.925
H  1.101  -3.658  -0.777
H  1.309  -5.113  0.842
C  -1.543  3.552  -0.801
O  -1.313  3.825  0.579
H  -0.598  3.787  -1.290
H  -1.788  2.480  -0.936
H  -2.351  4.152  -1.151
H  -1.766  3.294  1.250

Results
SMILES: C=CO.CO
Frontier orbital gap: 8.92 eV
Charge: 0
2S+1: 1
Maximum force: 0.065 Eh/bohr
Lowest unoccupied orbital energy: 0.54 eV
Energy above the lowest of the compared OMol25 structures with the same formula, charge and spin: 3.706 eV

(16)
A cluster of 2 separate species, C3H8O2 in total at a distorted geometry, computed with ωB97M-V/def2-TZVPD.

Element x y z (Å)
C  -2.143  0.782  -0.496
C  -1.587  -0.420  -0.571
O  -1.026  -1.112  0.475
H  -2.562  1.534  -1.133
H  -2.104  1.060  0.571
H  -1.607  -1.016  -1.487
H  -0.218  -0.632  0.652
C  2.409  0.914  0.336
O  1.676  -0.305  0.184
H  1.660  1.697  0.490
H  2.967  0.924  1.275
H  2.999  1.141  -0.546
H  2.038  -0.792  -0.541

Results
SMILES: C=CO.CO
Frontier orbital gap: 10.07 eV
Charge: 0
2S+1: 1
Maximum force: 0.059 Eh/bohr
Lowest unoccupied orbital energy: 0.77 eV
Energy above the lowest of the compared OMol25 structures with the same formula, charge and spin: 2.195 eV

(17)
The molecule C3H8O2 at a distorted geometry, computed with ωB97M-V/def2-TZVPD.

Element x y z (Å)
C  1.008  -0.257  0.908
C  -0.027  0.474  -0.042
C  0.342  0.184  -1.507
O  -1.314  -0.119  -0.017
O  -2.021  0.037  1.287
H  0.690  -1.309  0.760
H  2.107  0.119  0.666
H  0.627  -0.209  1.974
H  -0.069  1.502  0.136
H  0.410  -0.840  -1.523
H  1.421  0.408  -1.666
H  -0.420  0.645  -2.250
H  -2.754  -0.636  1.273

Results
SMILES: CC(C)OO
Frontier orbital gap: 10.64 eV
Charge: 0
2S+1: 1
Maximum force: 0.055 Eh/bohr
Lowest unoccupied orbital energy: 0.95 eV
Energy above the lowest of the compared OMol25 structures with the same formula, charge and spin: 4.206 eV

(18)
A cluster of 2 separate species, C3H8O2 in total at a distorted geometry, computed with ωB97M-V/def2-TZVPD.

Element x y z (Å)
C  -0.505  -1.240  -0.147
C  -0.593  0.104  -0.438
C  -1.836  0.767  -0.814
O  0.660  0.801  -0.767
H  -1.148  -1.934  -0.784
H  0.462  -1.688  0.206
H  -2.678  0.132  -0.843
H  -2.069  1.494  0.035
H  -2.073  1.337  -1.763
H  1.251  0.093  -0.586
O  2.706  0.323  1.760
H  2.943  0.429  2.612
H  2.881  -0.617  1.529

Results
SMILES: C=C(C)O.O
Frontier orbital gap: 9.26 eV
Charge: 0
2S+1: 1
Maximum force: 0.104 Eh/bohr
Lowest unoccupied orbital energy: 0.70 eV
Energy above the lowest of the compared OMol25 structures with the same formula, charge and spin: 2.724 eV